# 1
17
Properties=species:S:1:pos:R:3:forces:R:3:mulliken_charge:R:1 method="wB97M-V/def2-TZVPD" energy_ha=-417.10569 homo_energy_ev=-9.2 homo_lumo_gap_ev=3.549
H -1.142384 -0.663374 -2.290946 0.7 -0.7 0.7 0.2925
H -0.833940 3.023755 0.812865 0.9 -0.6 0.1 0.1827
H 1.465781 -1.084427 -0.943323 0.0 -0.8 1.0 0.3165
C 0.791774 -0.556159 -1.572916 0.5 0.3 -0.8 -0.6569
O 1.789908 1.285805 1.496634 -1.6 1.7 1.0 -0.4519
H -0.880303 -3.359211 -0.029025 -0.1 -0.5 -0.2 0.2711
H 1.004645 2.961923 2.414724 -0.4 -0.8 -0.8 0.3196
N -0.444687 -1.235042 -1.765914 0.3 1.0 -0.2 -0.2485
O -1.270816 -0.218890 1.399079 -0.4 0.0 0.5 -0.6173
H -1.043192 0.669166 1.058733 0.4 -0.4 -0.3 0.4396
H -0.716188 -0.934419 1.055335 0.0 0.3 0.1 0.3567
H 1.484576 -0.446546 -2.481532 -1.6 0.3 0.5 0.3252
H -0.800737 -1.731245 -0.868139 0.2 -0.3 -0.2 0.3406
H 0.678750 0.486538 -1.129124 -0.2 0.0 -0.1 0.2322
N -0.154709 2.243285 0.693053 1.0 0.9 2.3 -0.6092
O -0.810030 -2.594660 0.544244 0.2 0.8 -0.5 -0.7695
C 0.881553 2.153501 1.606251 0.2 -1.3 -3.1 0.2765

# 2
51
Properties=species:S:1:pos:R:3:forces:R:3:mulliken_charge:R:1 method="wB97M-V/def2-TZVPD" energy_ha=-1242.58448 homo_energy_ev=-6.0 total_charge=-1 homo_lumo_gap_ev=8.593
H 1.543961 3.090019 -2.850211 -2.0 -1.3 -1.8 0.3441
O 1.985817 -0.538725 -1.697551 1.1 1.3 -3.1 -0.7075
H -3.325900 -0.519771 2.272953 -1.4 -1.0 -1.4 0.3088
O -1.255600 -4.063128 -1.556083 -2.1 0.5 -1.3 -0.6561
H -0.045828 -4.385765 1.441146 1.3 -0.3 -0.1 0.3250
H -2.398222 -2.005778 0.413379 -0.4 0.2 -1.1 0.2477
O -1.492589 1.962795 1.515191 1.3 0.4 5.5 -0.6223
O 2.212272 3.265480 -2.253356 3.0 4.1 -0.1 -0.8079
N -0.227164 -0.624789 0.490972 1.0 -0.3 -1.8 0.6905
H -1.569287 -1.240628 4.211482 -0.3 0.8 -0.7 0.3396
O -2.657231 -0.085659 2.734109 0.7 0.5 2.4 -0.6672
H -0.599515 0.280195 0.757818 0.6 0.3 0.2 -0.2550
O 1.125881 0.560975 -4.023746 -2.8 -1.5 1.1 -0.6632
H -1.021100 2.932294 -2.166327 -0.1 -0.4 -1.3 0.3977
H 2.797761 -2.180554 -1.818307 -0.2 2.9 -1.9 0.3862
H 1.301216 3.178338 2.153374 0.3 -0.2 0.1 0.2999
H 0.626752 4.189617 -0.986571 0.6 -0.2 -0.3 0.2904
H 2.826279 -0.386337 1.709971 0.7 0.6 0.3 0.5744
C -0.927491 -1.022607 -0.759509 -0.1 0.3 -0.5 0.1992
H -3.105081 -1.506182 -1.253832 1.0 0.2 0.8 0.3897
O 0.600226 3.801274 1.981516 -0.1 0.6 2.0 -0.7433
C -2.404201 -1.229267 -0.412584 -1.2 -1.2 2.0 -1.3669
H -2.160859 -3.689157 -1.351186 1.8 -0.7 -0.1 0.3285
H -0.976429 -3.248738 1.597877 -0.1 3.5 0.0 0.2901
H 0.338079 3.632395 1.084231 -0.1 0.0 -1.6 0.4070
O 0.153889 3.460451 -0.590495 -1.7 -0.1 0.7 -0.8006
H 1.814738 1.079604 1.910045 -0.2 0.6 -0.6 -0.1303
C 1.750703 0.299582 -0.821627 -1.1 -3.7 1.1 0.4538
O -1.026740 2.291455 -2.935704 -1.6 4.1 -0.2 -0.6905
O -0.931612 -4.156740 1.651764 -1.0 -3.0 0.1 -0.6656
H 2.423768 2.535641 -1.691972 -0.3 -1.1 0.0 0.4469
H -1.977751 0.234079 2.148674 0.0 0.2 -0.6 0.2825
H 1.933267 0.261920 -3.648303 1.7 -0.1 0.5 0.3398
H 1.767436 -1.511240 0.232631 0.0 -1.2 -0.1 0.2998
H 1.918251 -2.995585 -0.963710 0.0 0.0 -0.2 0.3386
H -1.542443 2.497257 0.793913 -0.2 2.3 -3.7 0.2265
O 1.740347 1.531354 -0.806035 0.1 -0.5 1.0 -0.8604
H -0.332353 -1.923135 -1.090950 -1.4 0.8 -0.1 0.5022
H -0.805897 -4.144233 -0.735362 0.2 -0.1 1.3 0.3311
H -0.181149 -0.507762 3.664825 -2.1 -2.5 1.7 0.3824
O 2.828283 -2.881741 -1.241105 0.6 -3.7 2.2 -0.6714
O -0.617317 -1.292476 4.202401 2.7 1.6 -0.9 -0.6509
H -0.706726 1.591218 -2.466077 1.6 -3.5 1.4 0.1825
C 1.830911 0.039958 1.655319 -0.2 -3.1 1.1 -1.6065
H 0.683780 2.621149 -0.674544 0.2 0.6 -0.2 0.6119
H -1.117236 2.670047 2.217894 -0.9 -2.4 -2.1 0.3395
C 1.313468 -0.572616 0.349128 -2.8 4.4 2.6 0.4146
H -2.924165 -0.403111 0.189941 1.1 -0.4 -1.4 0.2331
H 1.319789 -0.541884 2.464076 0.2 0.6 -0.3 0.3407
H 0.560778 -0.014219 -3.376926 1.1 1.6 -1.9 0.3425
H -1.067744 -0.335279 -1.672559 1.4 -0.2 1.1 -0.3216

What did the first record say?
17
Properties=species:S:1:pos:R:3:forces:R:3:mulliken_charge:R:1 method="wB97M-V/def2-TZVPD" energy_ha=-417.10569 homo_energy_ev=-9.2 homo_lumo_gap_ev=3.549
H -1.142384 -0.663374 -2.290946 0.7 -0.7 0.7 0.2925
H -0.833940 3.023755 0.812865 0.9 -0.6 0.1 0.1827
H 1.465781 -1.084427 -0.943323 0.0 -0.8 1.0 0.3165
C 0.791774 -0.556159 -1.572916 0.5 0.3 -0.8 -0.6569
O 1.789908 1.285805 1.496634 -1.6 1.7 1.0 -0.4519
H -0.880303 -3.359211 -0.029025 -0.1 -0.5 -0.2 0.2711
H 1.004645 2.961923 2.414724 -0.4 -0.8 -0.8 0.3196
N -0.444687 -1.235042 -1.765914 0.3 1.0 -0.2 -0.2485
O -1.270816 -0.218890 1.399079 -0.4 0.0 0.5 -0.6173
H -1.043192 0.669166 1.058733 0.4 -0.4 -0.3 0.4396
H -0.716188 -0.934419 1.055335 0.0 0.3 0.1 0.3567
H 1.484576 -0.446546 -2.481532 -1.6 0.3 0.5 0.3252
H -0.800737 -1.731245 -0.868139 0.2 -0.3 -0.2 0.3406
H 0.678750 0.486538 -1.129124 -0.2 0.0 -0.1 0.2322
N -0.154709 2.243285 0.693053 1.0 0.9 2.3 -0.6092
O -0.810030 -2.594660 0.544244 0.2 0.8 -0.5 -0.7695
C 0.881553 2.153501 1.606251 0.2 -1.3 -3.1 0.2765